## i
{
  "formula": "C2H6N3O",
  "method": "the ωB97M-V functional and the def2-TZVPD basis",
  "spin_multiplicity": 1,
  "total_charge": 1,
  "homo_energy_ev": -14.91,
  "elements": ["C", "C", "N", "N", "N", "O", "H", "H", "H", "H", "H", "H"],
  "coordinates": [[1.04, 1.66, 0.55], [-1.23, -0.02, -0.07], [1.79, 1.38, -0.38], [-0.20, -0.81, -0.95], [-1.44, -0.75, 1.00], [0.28, 1.96, 1.30], [2.67, 1.28, -0.88], [0.03, -1.78, -0.73], [-0.55, -0.66, -1.95], [-0.92, -1.69, 1.20], [-2.09, -0.45, 1.72], [0.62, -0.12, -0.81]]
}

## ii
{
  "formula": "C2H6N3O",
  "method": "the ωB97M-V functional and the def2-TZVPD basis",
  "spin_multiplicity": 1,
  "total_charge": 1,
  "homo_energy_ev": [-14.86, -14.86],
  "elements": ["C", "C", "N", "N", "N", "O", "H", "H", "H", "H", "H", "H"],
  "coordinates": [[1.92, 0.66, 0.43], [0.67, -0.95, -0.23], [1.89, -0.61, 0.48], [0.06, 0.30, -0.58], [-2.03, 0.32, 0.02], [0.84, 1.21, -0.21], [2.83, 1.38, 0.64], [0.80, -1.44, -1.19], [0.19, -1.61, 0.48], [-2.61, 1.17, 0.26], [-2.08, -0.43, 0.78], [-2.47, -0.01, -0.86]]
}

Which one sits at the bottom of the stability order? ii does.